{
  "formula": "C55H65AsN3P2PdSi2",
  "method": "ωB97M-V with the def2-TZVPD basis set",
  "max_force_ev_per_a": 2.236,
  "total_charge": -1,
  "de_lowest_kj_mol": 106.2,
  "multiplicity": 1,
  "e_tot_ha": -5924.58426,
  "homo_ev": [-3.8, -3.9],
  "orbital_gap_ev": [5.6, 5.8],
  "elements": ["Pd", "As", "P", "P", "Si", "Si", "N", "N", "N", "C", "C", "C", "C", "C", "C", "C", "C", "C", "C", "C", "C", "C", "C", "C", "C", "C", "C", "C", "C", "C", "C", "C", "C", "C", "C", "C", "C", "C", "C", "C", "C", "C", "C", "C", "C", "C", "C", "C", "C", "C", "C", "C", "C", "C", "C", "C", "C", "C", "C", "C", "C", "C", "C", "C", "H", "H", "H", "H", "H", "H", "H", "H", "H", "H", "H", "H", "H", "H", "H", "H", "H", "H", "H", "H", "H", "H", "H", "H", "H", "H", "H", "H", "H", "H", "H", "H", "H", "H", "H", "H", "H", "H", "H", "H", "H", "H", "H", "H", "H", "H", "H", "H", "H", "H", "H", "H", "H", "H", "H", "H", "H", "H", "H", "H", "H", "H", "H", "H", "H"],
  "positions_angstrom": [[0.4854, 0.3915, 0.0357], [-1.0123, 1.9731, 1.2874], [1.7790, -1.7742, -1.1570], [-1.2899, -2.1839, -0.6938], [-4.0181, -1.3620, 0.0184], [3.9210, 0.4213, -0.9088], [0.1981, 2.4628, 0.0555], [-2.3180, -1.1962, 0.0059], [2.3784, -0.2903, -1.1378], [0.4425, 1.7725, 2.6502], [-4.8856, -1.2351, -1.6709], [-1.0804, -6.3121, 1.3664], [1.8557, -2.4223, -2.8605], [4.7987, 0.6808, -2.5712], [1.4224, -3.7035, -3.1961], [5.1066, -0.5820, 0.1780], [-2.8079, 5.3700, 3.3553], [3.8507, 0.9355, 5.1740], [-1.4512, -1.4957, -4.6876], [-1.4407, -3.9365, 1.3948], [1.4405, 2.7355, 2.8394], [0.4026, 5.2069, -2.3929], [-2.1164, 4.1834, 3.1265], [-3.4750, 6.0345, 2.3371], [0.4287, 2.4407, -2.3734], [4.0486, -4.9343, 0.2843], [0.5572, 0.5299, 3.3137], [2.5308, 2.4470, 3.6562], [-2.9422, 3.6283, -0.5428], [2.2271, -1.5393, -3.8716], [-2.0152, 3.6896, 1.8187], [-1.2947, -3.8790, 0.0074], [0.5676, 3.1288, -3.5645], [0.2465, 3.1201, -1.1468], [3.5791, 2.0832, -0.0759], [-0.9078, -6.2607, -0.0079], [2.7427, -2.9604, -0.1520], [4.0242, -4.6564, 1.6403], [-4.6606, 0.0544, 1.1088], [2.6783, 1.2154, 4.2721], [-1.5217, 3.4586, 4.3093], [3.4122, -4.0861, -0.6152], [-0.5570, -0.4936, 3.2918], [-4.1671, 7.3495, 2.5853], [-2.8068, 4.2690, 0.8165], [-2.7067, -3.5170, -4.3513], [-4.6840, -2.9931, 0.7405], [3.3678, -3.5235, 2.1095], [1.3639, -4.0955, -4.5232], [2.1818, -1.9378, -5.1994], [-0.9998, -5.0509, -0.6831], [-1.3345, -5.1398, 2.0687], [0.5564, 4.5188, -3.5888], [-1.2039, -1.4315, -3.3268], [-3.5126, 5.4355, 1.0854], [-1.6815, -2.4197, -2.4676], [-2.4742, -3.4386, -2.9853], [0.2411, 4.5310, -1.1958], [1.6814, 0.2665, 4.0870], [-2.1790, -2.5589, -5.2047], [1.7367, -3.2107, -5.5258], [0.2901, -1.6129, -0.3292], [1.4048, 4.0820, 2.1669], [2.7306, -2.6805, 1.2190], [-2.1000, 3.6591, 5.2120], [1.1154, -4.3826, -2.4086], [-5.3742, 0.6836, 0.5707], [4.7453, -0.6145, 1.2079], [0.6764, 2.5780, -4.4930], [-4.3859, -3.1323, 1.7823], [-0.4906, 3.7664, 4.4894], [-3.8424, 7.7869, 3.5294], [-3.8287, 0.6828, 1.4304], [-4.3185, -3.8562, 0.1779], [-1.5208, 2.3865, 4.1276], [4.9266, -0.2649, -3.1043], [3.2657, 2.8289, -0.8113], [1.7684, -0.7005, 4.5746], [2.5356, -0.5400, -3.5930], [-4.1087, 5.8858, 0.2972], [-0.7048, -7.1710, -0.5601], [1.8984, 4.8334, 2.7876], [-0.8467, -5.0225, -1.7548], [-0.6333, -0.6140, -2.8995], [-0.3019, -1.3452, 3.9244], [5.2030, -1.6120, -0.1733], [1.6707, -3.5104, -6.5647], [0.3869, 4.4022, 1.9604], [-4.4155, -0.4794, -2.3052], [-2.9361, 2.5390, -0.4506], [3.3439, -3.3166, 3.1729], [0.3999, 6.2918, -2.3949], [5.7928, 1.1089, -2.4161], [4.4406, 2.4787, 0.4703], [-5.9345, -0.9584, -1.5330], [-1.4855, -0.0460, 3.6574], [4.5582, -5.8208, -0.0743], [-1.6540, -3.0130, 1.9191], [3.2904, 3.2093, 3.8025], [-2.1224, 3.9139, -1.2000], [1.9362, 4.0263, 1.2138], [3.4326, -4.3041, -1.6756], [-5.2517, 7.2257, 2.6289], [3.5505, 1.0147, 6.2219], [2.2001, -1.7992, 1.5593], [-1.4521, -5.1732, 3.1454], [0.1256, 5.0743, -0.2646], [-2.9227, -4.1684, -2.3213], [6.1035, -0.1335, 0.1819], [-2.3507, -2.6331, -6.2718], [-0.7538, -0.8557, 2.2839], [0.6779, 5.0574, -4.5205], [-3.3063, -4.3265, -4.7505], [-3.8796, 3.9259, -1.0133], [-4.8561, -2.1811, -2.2150], [4.6554, 1.6499, 5.0005], [-2.8354, 5.7759, 4.3623], [-1.0094, -7.2585, 1.8879], [2.7599, 1.9515, 0.6317], [4.5284, -5.3181, 2.3344], [4.2434, -0.0702, 5.0160], [0.4685, 1.3592, -2.3529], [-5.1606, -0.3270, 2.0030], [-3.9409, 8.0543, 1.7842], [2.4816, -1.2525, -5.9831], [-5.7773, -3.0011, 0.7020], [1.0194, -5.0894, -4.7816], [4.2392, 1.3632, -3.2155], [-1.0736, -0.7239, -5.3467]],
  "atomic_forces_ev_per_a": [[0.1, -1.4, -1.7], [0.0, 1.1, 0.9], [-0.3, -0.2, 0.7], [0.1, 0.7, 0.8], [0.0, 0.3, 0.2], [0.0, 0.5, 0.2], [0.8, 0.2, -0.3], [-0.5, -0.9, -0.4], [-0.5, 0.2, 0.4], [-0.1, -0.2, 0.3], [0.2, 0.0, 0.1], [0.0, 0.0, -0.1], [-0.2, 0.2, 0.0], [-0.1, 0.0, 0.2], [0.0, 0.1, 0.1], [-0.2, 0.0, -0.2], [0.0, 0.0, -0.1], [0.0, 0.0, 0.0], [0.0, 0.0, 0.0], [-0.1, -0.1, -0.1], [-0.1, 0.1, -0.2], [-0.1, 0.1, 0.0], [0.2, -0.1, 0.0], [0.0, 0.0, 0.0], [-0.1, 0.1, 0.3], [0.0, -0.1, 0.0], [-0.3, 0.2, 0.1], [0.0, -0.1, 0.0], [0.0, 0.0, 0.1], [0.0, -0.1, 0.1], [-0.3, -0.7, 0.0], [0.1, 0.0, 0.0], [0.0, 0.1, 0.0], [0.0, 0.2, 0.1], [0.4, -0.2, -0.2], [0.0, -0.2, 0.0], [0.1, 0.1, -0.1], [0.1, 0.0, 0.0], [-0.1, -0.2, -0.1], [0.0, 0.0, 0.0], [0.0, 0.1, -0.1], [0.0, 0.1, 0.0], [0.1, 0.2, -0.1], [0.0, -0.1, 0.0], [0.1, -0.1, -0.2], [0.0, 0.0, 0.0], [0.2, 0.2, 0.0], [0.0, 0.0, 0.0], [0.0, -0.1, 0.0], [0.0, 0.0, -0.1], [-0.1, 0.1, 0.0], [0.0, 0.0, 0.1], [0.0, 0.0, -0.1], [0.0, -0.1, 0.0], [0.1, 0.1, 0.0], [0.2, 0.2, 0.1], [0.0, 0.0, 0.0], [0.0, -0.1, 0.0], [0.0, 0.0, 0.0], [-0.1, 0.0, 0.0], [0.1, 0.0, 0.0], [0.3, 0.0, -0.8], [0.1, 0.0, 0.0], [0.0, -0.2, -0.1], [0.0, 0.0, 0.0], [0.0, 0.0, -0.1], [0.0, 0.0, 0.0], [0.0, 0.0, 0.0], [0.0, 0.0, 0.0], [0.0, 0.0, 0.0], [0.0, -0.1, 0.0], [0.0, 0.0, 0.0], [0.0, 0.0, 0.0], [0.0, 0.0, 0.0], [0.0, 0.0, 0.2], [0.0, 0.0, 0.0], [-0.1, 0.0, 0.0], [0.0, 0.0, 0.0], [0.0, 0.0, -0.1], [0.0, 0.0, 0.0], [0.0, 0.0, 0.0], [0.0, 0.0, 0.1], [0.0, 0.0, 0.0], [0.1, 0.0, -0.1], [0.0, 0.0, 0.0], [0.0, 0.0, 0.0], [0.0, 0.0, 0.0], [0.0, 0.1, 0.0], [0.0, 0.0, 0.0], [0.0, 0.0, -0.1], [0.0, 0.1, 0.0], [0.0, 0.0, 0.0], [0.0, 0.0, 0.0], [0.0, 0.0, -0.1], [0.0, 0.0, 0.0], [0.0, -0.1, 0.0], [0.0, 0.0, 0.0], [0.0, 0.0, 0.1], [0.0, 0.0, 0.0], [0.0, 0.0, 0.0], [-0.1, 0.0, 0.0], [0.1, 0.0, 0.0], [0.0, 0.0, 0.0], [0.0, 0.0, 0.0], [0.0, 0.0, 0.1], [0.0, 0.0, 0.0], [0.0, 0.0, 0.0], [0.0, 0.0, 0.0], [0.0, 0.1, 0.0], [0.0, 0.0, 0.0], [-0.1, -0.1, -0.1], [0.0, 0.0, 0.0], [0.0, 0.0, 0.0], [0.0, 0.0, 0.0], [0.0, 0.0, 0.0], [0.0, 0.0, 0.0], [0.0, 0.0, 0.0], [0.0, 0.0, 0.0], [0.0, 0.0, 0.0], [0.0, 0.0, 0.0], [0.0, 0.0, 0.0], [0.0, 0.0, -0.1], [0.0, 0.0, 0.0], [0.0, 0.0, 0.0], [0.0, 0.0, 0.0], [0.0, 0.0, 0.0], [0.0, 0.0, 0.0], [-0.1, 0.0, 0.0], [0.0, 0.0, 0.0]],
  "mulliken_charge": [0.45, 1.19, 3.08, 0.67, 0.30, -0.34, 0.81, 0.65, -0.53, 1.34, -1.23, -0.79, 0.35, -1.28, 0.23, -1.12, -0.73, -1.81, -0.37, -0.59, -0.16, -0.56, 0.94, 0.72, 0.20, -0.65, 0.20, -0.96, -1.68, -0.95, -0.24, 0.77, -0.61, -0.58, -0.32, -1.12, -0.04, -0.70, -0.63, 0.67, -1.46, -0.42, -1.44, -1.59, 0.60, -0.91, -1.21, -0.69, -1.04, -0.86, -0.34, -0.95, -0.80, -0.37, -0.76, 1.35, -0.51, -0.14, -0.82, -0.74, -0.67, -0.62, -1.14, -0.55, 0.59, 0.73, 0.33, 0.22, 0.39, 0.27, 0.26, 0.37, -0.14, 0.31, -0.01, 0.31, 0.31, 0.36, 0.30, 0.42, 0.44, 0.60, 0.50, -0.46, 0.44, 0.30, 0.40, -0.19, 0.27, 0.12, 0.49, 0.36, 0.41, 0.61, 0.46, 0.24, 0.41, 0.36, 0.35, 0.22, 0.12, 0.44, 0.30, 0.33, 0.08, 0.46, 0.24, 0.49, 0.49, 0.38, 0.03, 0.33, 0.42, 0.57, 0.28, 0.39, 0.39, 0.36, -0.56, 0.37, 0.37, 0.06, 0.42, 0.37, 0.42, 0.41, 0.40, 0.31, 0.44]
}